Formula: C19H28F5O3PdTe
Source: the Open Molecules 2025 dataset
Level of theory: ωB97M-V/def2-TZVPD

## Properties
F_max	2.96	eV/A
HOMO energy (alpha / beta)	-12.36 / -12.35	eV
2S+1	5
relative energy (zero: lowest compared OMol25 entry of this formula, charge and spin)	171.6	kJ/mol
E_LUMO (alpha / beta)	-4.20 / -7.02	eV
orbital gap (alpha / beta)	0.30004 / 0.19595	Ha
total charge	+1
DFT total energy	-50645.39421	eV

XYZ file:
```
57
Properties=species:S:1:pos:R:3:forces:R:3
O -1.5026 0.8354 -4.5657 2.839 -0.214 0.823
C -0.0586 1.1568 -4.2022 0.338 0.432 -0.842
C -0.2555 2.6351 -4.5826 -1.003 -0.311 0.806
H 0.7637 0.7843 -4.8346 -0.943 -0.602 0.688
H 0.1217 0.9293 -3.1265 -0.179 0.170 -0.732
C -1.7587 2.2297 -4.3686 0.327 1.026 -0.227
H -0.0204 2.8058 -5.6636 -0.151 -0.049 1.038
H 0.1939 3.3974 -3.9058 -0.419 -0.409 -0.627
C -2.7175 2.7029 -5.4158 -0.320 0.879 0.750
H -2.3588 2.4301 -6.3996 0.020 0.013 -0.172
H -2.7723 3.7986 -5.3056 -0.212 -0.296 -0.372
H -3.7058 2.2774 -5.2412 -0.081 0.009 -0.141
C -2.2134 2.4772 -2.9330 -0.399 0.569 -0.038
H -1.5074 2.2058 -2.1310 0.062 0.097 -0.618
H -3.1353 1.9281 -2.7532 -0.193 -0.012 -0.118
H -2.4692 3.5267 -2.7985 0.069 0.163 0.002
Pd 1.2199 -1.1274 -1.1030 -0.994 -0.551 -0.618
C 1.1786 1.1605 0.9179 0.227 0.202 -0.464
C 2.1404 0.1175 0.8896 0.718 0.204 -0.876
C 2.7429 0.0925 -0.4328 -0.388 1.088 0.656
H 2.4677 -0.4914 1.7188 -0.073 0.029 -0.050
C 1.9876 1.0668 -1.2453 0.685 -0.092 0.668
C 1.0896 1.7478 -0.3780 0.120 -0.316 -0.084
H 0.4733 2.6110 -0.6376 0.167 -0.432 0.011
H 0.6208 1.4949 1.7897 0.148 -0.161 -0.198
H 3.6672 -0.4071 -0.7190 -0.186 0.121 0.171
H 2.2350 1.3260 -2.2753 -0.158 -0.040 0.370
C -0.9207 -0.8540 0.7725 0.911 -2.037 -0.142
C -1.7473 0.1699 0.3081 -0.789 0.298 -2.622
C -2.0503 -0.1015 -1.0779 -0.020 0.156 1.888
H -2.1389 1.0125 0.8582 0.187 0.027 0.063
C -1.5624 -1.3756 -1.4114 0.279 -0.229 0.568
C -0.7410 -1.8506 -0.3020 -0.644 0.875 0.722
H -0.5219 -2.8969 -0.1333 0.119 0.072 0.070
H -0.4892 -0.9477 1.7805 -0.356 -0.085 -0.662
H -2.6185 0.5259 -1.7287 -0.237 -0.065 -0.013
H -1.8918 -1.9544 -2.2804 0.501 0.285 0.245
O 1.0122 -1.2451 -4.7224 -0.093 -0.292 -2.135
C 0.1486 -1.1701 -5.9703 -0.795 -1.031 0.505
C 0.7336 -2.1299 -7.0227 0.074 0.201 0.323
H 0.0450 -0.1494 -6.3813 0.233 -0.481 0.706
H -0.8940 -1.5469 -5.6862 1.355 0.677 -0.188
C 1.5758 -3.1229 -6.2000 -0.652 -0.237 0.125
H 1.3533 -1.6313 -7.7815 -0.168 0.090 0.404
H -0.0833 -2.6188 -7.5704 0.222 0.095 0.209
C 1.6017 -2.5542 -4.7373 0.218 -0.963 -0.717
H 2.5523 -3.2508 -6.6924 -0.258 -0.064 0.609
H 1.0520 -4.0932 -6.1439 0.501 0.266 -0.240
H 2.6771 -2.6121 -4.4071 -1.239 0.630 0.289
H 0.9333 -3.1887 -4.1175 0.751 0.103 -0.069
F 3.3692 -5.1943 -0.7260 -0.651 0.852 1.280
Te 2.4098 -3.8999 0.2813 0.492 -1.049 -0.208
F 1.4903 -2.6532 1.4089 0.363 -0.564 -0.322
F 3.9319 -2.7182 0.4391 -1.173 -1.070 0.036
F 0.7956 -4.9490 0.3515 1.496 0.778 0.074
F 2.9632 -4.7484 1.9074 -0.526 0.894 -1.871
O 1.8946 -3.1316 -1.3311 -0.123 0.349 1.270
```
Positions in Å, forces in eV/Å.